(1)
Density functional theory data (ωB97M-V/def2-TZVPD) for a structure of composition C17H27CaN2O2P in a non-equilibrium geometry.

XYZ file:
```
50
Properties=species:S:1:pos:R:3:mulliken_charge:R:1
C -3.26320 2.03402 -2.94528 -0.70
C -2.87585 2.57282 -1.71921 -0.64
C -1.83823 1.96555 -0.97025 -1.07
C -1.18598 0.84532 -1.47052 0.67
C -1.60547 0.30192 -2.67560 1.05
C -2.63275 0.89590 -3.43756 -0.82
C -1.43562 2.60152 0.31598 1.49
C -2.39119 2.43949 1.53888 -1.33
N -2.58300 1.13348 2.08172 0.19
Ca 1.36905 0.06933 -0.79062 1.25
C -1.02410 -1.01630 -3.13315 -1.28
P -0.49614 -1.95464 -1.62084 0.79
H -3.29158 3.51338 -1.34097 0.43
H -2.90882 0.42376 -4.38561 0.37
H -4.07644 2.48410 -3.51342 0.36
H -0.15464 -0.89423 -3.80753 0.41
H -1.78477 -1.59969 -3.66639 0.42
H -0.43803 2.25702 0.60785 -1.52
H -1.40940 3.69400 0.17366 0.52
H -1.95927 3.06551 2.33886 0.57
C 0.22848 -3.42511 -2.41246 -1.31
C -2.16856 -2.53705 -1.14364 -1.28
H -3.37954 2.82989 1.24261 0.43
C -3.32960 0.15470 1.33929 -0.65
C -1.72326 0.65481 3.12736 -0.65
H 0.97113 -1.64819 1.35569 -0.10
H -4.32516 0.01517 1.79926 0.27
H -3.44876 0.47637 0.29047 0.17
H -2.78890 -0.80594 1.38767 0.12
H -2.25447 0.65429 4.09333 0.25
H -1.44703 -0.38155 2.89074 0.22
H -0.83270 1.29916 3.20072 0.17
H -2.55219 -3.27617 -1.86772 0.41
H -2.10933 -3.00150 -0.14580 0.38
H -2.86125 -1.68073 -1.09762 0.26
H -0.49842 -3.98180 -3.01838 0.37
H 1.08303 -3.15243 -3.04363 0.33
H 0.59184 -4.09350 -1.62853 0.37
H 1.68115 -1.43374 1.42166 0.15
O 3.47404 0.49161 -0.04311 -0.89
C 3.10368 1.40254 0.77374 0.92
C 3.96198 2.30022 1.63184 -0.59
C 2.96024 3.18691 2.33703 -0.43
C 1.61343 2.60963 1.95604 -0.11
O 0.54777 2.91213 2.49037 -0.56
N 1.77167 1.65316 0.94854 -0.47
H 4.54819 1.75079 2.37667 0.27
H 4.65071 2.90003 1.03326 0.25
H 3.05462 3.18805 3.42891 0.27
H 3.00259 4.22947 1.99787 0.24
```

The LUMO energy is -0.44 eV. Its energy relative to the best compared isomer or geometry (same formula, charge and spin) is 0.0 kcal per mole.



(2)
Density functional theory data (ωB97M-V/def2-TZVPD) for the molecule C17H27ClN2O3S2 in a non-equilibrium geometry.

XYZ file:
```
52
Properties=species:S:1:pos:R:3:mulliken_charge:R:1
C 0.73676 -0.27908 -2.85054 -1.51
C -0.42927 0.15131 -1.97383 0.72
S -0.29361 1.90707 -1.56611 -0.26
C -1.53537 2.03468 -0.24432 1.81
C -2.96040 1.94374 -0.77355 -1.69
C -1.32058 3.33588 0.52551 0.15
O -2.01637 4.30455 0.27060 -0.71
N -0.38170 3.35892 1.50209 0.13
C -0.15933 4.56692 2.27173 -1.13
C 0.53158 2.27182 1.78234 0.47
C 1.91746 2.43068 1.15364 -0.47
O 2.67648 1.27643 1.43048 -0.50
C 2.37728 0.20865 0.56288 0.83
C 2.15820 -1.03634 1.41631 -1.12
N 1.22525 -2.00208 0.85706 0.39
C 1.77816 -3.32160 0.58726 -1.08
C -0.07682 -1.66679 0.72957 -0.34
O -0.49032 -0.54847 1.01834 -0.91
C -1.00230 -2.70296 0.21805 -0.11
C -1.10221 -3.11784 -1.14079 0.43
C -0.27949 -2.58591 -2.27654 -1.52
C -2.03315 -4.10819 -1.29448 -0.59
S -2.80802 -4.53167 0.17488 -0.20
C -1.86698 -3.37942 1.03259 0.81
Cl -2.06917 -3.20664 2.72693 -0.22
H 0.63926 -1.32520 -3.13929 0.57
H 0.77992 0.31552 -3.76420 0.43
H 1.68727 -0.15515 -2.32803 0.20
H -1.37159 -0.02240 -2.49611 0.72
H -0.45590 -0.43079 -1.04795 -0.76
H -1.38124 1.18758 0.43069 -0.46
H -3.68341 2.05408 0.03582 0.39
H -3.15645 2.72742 -1.50381 0.36
H -3.13502 0.97861 -1.24895 0.42
H -0.91272 5.31553 2.05098 0.39
H -0.20366 4.34194 3.33879 0.32
H 0.81961 4.99561 2.04687 0.32
H 0.65709 2.15117 2.86187 0.45
H 0.11189 1.31351 1.47286 -0.68
H 1.85378 2.61138 0.07820 0.31
H 2.43712 3.28742 1.58687 0.33
H 1.46310 0.41946 -0.00023 -0.59
H 3.16794 0.06596 -0.18330 0.36
H 3.09927 -1.48575 1.72471 0.44
H 1.70043 -0.67723 2.34524 0.30
H 1.04199 -4.00941 0.17932 0.43
H 2.59981 -3.24494 -0.12747 0.31
H 2.16738 -3.76017 1.50858 0.39
H -0.02310 -3.37940 -2.97921 0.60
H -0.82670 -1.82375 -2.83341 0.40
H 0.66103 -2.14759 -1.93979 0.17
H -2.31315 -4.60708 -2.20916 0.51
```

The LUMO energy is 0.40 eV. As for the SMILES: CCS[C@H](C)C(=O)N(C)CCOCCN(C)C(=O)c1c(C)csc1Cl. Its energy relative to the best compared isomer or geometry (same formula, charge and spin) is 42.8 kcal per mole.



(3)
Density functional theory data (ωB97M-V/def2-TZVPD) for a structure of composition C17H27CsIN5O3S2 in a non-equilibrium geometry.

XYZ file:
```
56
Properties=species:S:1:pos:R:3:mulliken_charge:R:1
Cs 0.57160 0.11039 -0.61473 1.34
N -2.18090 0.33214 3.59530 -0.56
C -2.34732 -0.64952 2.52554 -0.56
C -1.27528 -0.48044 1.43966 0.95
O -0.28486 0.26065 1.70649 -0.98
O -1.45245 -1.05888 0.35320 -0.89
H -1.18696 0.51464 3.68566 0.19
H -2.51202 -0.03038 4.47875 0.24
H -3.32372 -0.52761 2.05254 0.27
H -2.27930 -1.69312 2.85633 0.35
C -2.10670 1.81335 -5.61125 -1.24
C -1.46456 0.52174 -6.12033 -0.28
C -0.16485 0.17398 -5.40060 -0.97
S -0.45915 -0.25718 -3.64323 0.47
O 0.87976 -0.23222 -2.99385 -0.72
C -0.92739 -2.02670 -3.88221 -0.96
C 0.19188 -2.97677 -3.47930 -0.17
C 1.37507 -2.97137 -4.44588 -1.23
H -3.00499 2.04189 -6.18428 0.38
H -1.41873 2.65444 -5.71266 0.31
H -2.38862 1.72549 -4.56210 0.33
H -1.25462 0.61843 -7.18737 0.38
H -2.17634 -0.30303 -6.01515 0.21
H 0.50838 1.03121 -5.35525 0.48
H 0.35476 -0.66414 -5.86314 0.38
H -1.21978 -2.16084 -4.92508 0.42
H -1.80266 -2.17174 -3.24792 0.50
H -0.22594 -3.98285 -3.41562 0.46
H 0.53067 -2.70537 -2.47586 0.10
H 1.05586 -3.24098 -5.45558 0.32
H 2.12841 -3.69164 -4.12591 0.37
H 1.84277 -1.98846 -4.47305 0.25
I -4.53647 4.90683 -0.90692 0.08
C -2.91144 3.79178 -0.24614 -0.53
C -2.80415 3.08567 0.93172 -0.23
N -1.57390 2.54586 0.92558 0.34
N -0.88501 2.84096 -0.17814 -0.75
C -1.68309 3.61184 -0.90155 -0.23
H -3.50467 2.93230 1.73450 0.50
H -1.18246 1.86631 1.58231 0.19
H -1.36762 4.00471 -1.85428 0.48
N 8.75132 0.36843 1.39323 -0.29
C 8.21026 0.04926 0.20818 0.24
S 9.17839 -0.41881 -1.04422 -0.39
C 6.72805 0.13991 0.09699 1.07
C 6.09362 -0.12885 -1.11312 -0.57
C 4.71473 -0.04021 -1.18846 -0.39
N 3.94189 0.28783 -0.15564 -0.22
C 4.54082 0.54677 0.99978 -0.66
C 5.91473 0.48963 1.17516 -0.63
H 9.75001 0.31616 1.48755 0.20
H 8.20222 0.65786 2.18217 0.15
H 6.67956 -0.40399 -1.97692 0.38
H 4.19987 -0.23735 -2.12290 0.45
H 3.89010 0.81022 1.82647 0.44
H 6.31751 0.71603 2.15292 0.23
```

The LUMO energy is -0.59 eV. Its energy relative to the best compared isomer or geometry (same formula, charge and spin) is 47.4 kcal per mole.



(4)
Density functional theory data (ωB97M-V/def2-TZVPD) for a structure of composition C17H27CuN3O2Si2.

XYZ file:
```
52
Properties=species:S:1:pos:R:3:mulliken_charge:R:1
Cu 0.19340 -0.66472 -0.78364 -0.92
C -1.16316 -1.48183 3.72027 -1.24
Si -0.15130 -1.32523 2.11737 0.25
C 1.59421 -0.83465 2.61857 -0.96
C -0.07762 -3.08353 1.43004 -1.09
C -0.90496 -0.15299 0.92856 2.55
C -2.14559 -0.63239 0.29853 -1.00
C -3.45837 -0.31224 0.67939 -0.68
C -4.53162 -0.77075 -0.06136 -0.43
C -4.30499 -1.56422 -1.17774 -0.54
C -2.98801 -1.86890 -1.48744 -0.50
N -1.95324 -1.43123 -0.78233 -0.23
Si -0.72656 1.66958 1.03543 0.39
C -1.38207 2.46057 -0.54824 -1.07
C -1.68415 2.49788 2.45919 -1.28
C 1.05174 2.24338 1.26552 -0.89
H -0.74638 -2.22742 4.40443 0.35
H -2.19225 -1.77522 3.49139 0.32
H -1.20298 -0.52321 4.24551 0.28
H 2.06538 -1.65653 3.16643 0.37
H 1.59922 0.04144 3.27093 0.26
H 2.20041 -0.61016 1.73782 0.21
H 0.30575 -3.77588 2.18617 0.38
H 0.57625 -3.13346 0.55517 0.23
H -1.06613 -3.43031 1.11906 0.30
H -3.61403 0.30144 1.55786 0.33
H -5.54235 -0.50713 0.22990 0.42
H -5.11589 -1.92886 -1.79374 0.39
H -2.74355 -2.47551 -2.35333 0.40
H -2.41007 2.14899 -0.75223 0.32
H -0.77309 2.16103 -1.40512 0.23
H -1.36819 3.55249 -0.47826 0.36
H -2.76234 2.33382 2.38081 0.31
H -1.51471 3.57909 2.48083 0.37
H -1.35616 2.08817 3.41939 0.30
H 1.73910 1.72133 0.59659 0.07
H 1.39965 2.08889 2.28888 0.28
H 1.10244 3.31729 1.05791 0.35
C 4.99378 0.69079 -2.36826 -0.91
N 3.65199 0.37974 -2.81474 0.20
C 3.28660 0.47417 -4.12691 0.12
C 2.04389 0.18643 -4.52959 -0.89
C 1.04838 -0.24006 -3.54220 0.77
O -0.10885 -0.48984 -3.86856 -0.69
N 1.45590 -0.29296 -2.22849 -0.25
C 2.72550 -0.02644 -1.83650 0.61
O 3.12295 -0.08791 -0.67493 -0.64
H 5.59415 0.96964 -3.23346 0.29
H 5.44206 -0.16992 -1.87278 0.27
H 4.98191 1.51237 -1.65197 0.27
H 4.06729 0.79476 -4.80612 0.25
H 1.74664 0.26022 -5.56400 0.39
```

The LUMO energy is 3.01 eV. As for the net charge: -1.



(5)
Density functional theory data (ωB97M-V/def2-TZVPD) for a cluster of 2 separate species, C17H27F3INO2 in total in a non-equilibrium geometry.

XYZ file:
```
51
Properties=species:S:1:pos:R:3:mulliken_charge:R:1
C 2.80105 -0.70689 -0.76866 0.03
C 2.18913 -1.74029 -0.76057 -0.71
C 1.46929 -3.03143 -0.90596 -0.64
C 0.12884 -2.99546 -0.11617 -0.48
C -1.08038 -3.61434 -0.88692 -0.87
N -2.05935 -2.54685 -1.08879 0.17
C -3.23974 -2.44813 -0.60268 1.01
C -3.92725 -3.46595 0.26783 -1.69
C -3.91668 -1.13492 -0.96594 -1.07
C -2.70309 -0.23574 -1.46009 0.46
C -2.26541 0.58961 -0.24469 -1.36
C -1.20729 1.66408 -0.54015 -0.21
C -0.02110 1.16933 -1.37907 -0.05
I -0.29792 1.58532 -3.49603 0.02
C -1.79912 -1.36717 -1.94092 -0.97
H 3.27583 0.23009 -0.94515 0.51
H 2.09687 -3.82456 -0.50489 0.42
H 1.25140 -3.17696 -1.96377 0.27
H 0.23088 -3.45289 0.86696 0.59
H -0.09388 -1.94356 0.07973 0.17
H -0.78794 -4.05718 -1.83572 0.46
H -1.54242 -4.34983 -0.23411 0.29
H -3.67330 -4.47660 -0.05496 0.51
H -4.99859 -3.34780 0.10909 0.42
H -3.68996 -3.34005 1.32305 0.31
H -4.78054 -1.20799 -1.62370 0.35
H -4.25593 -0.80493 0.02395 0.48
H -3.09403 0.30623 -2.31619 0.70
H -3.16319 1.11065 0.10548 0.39
H -1.96627 -0.06632 0.58075 0.39
H -1.65617 2.54792 -0.99047 0.32
H -0.80183 1.99696 0.42096 0.12
H 0.84904 1.76406 -1.10672 0.26
H 0.25432 0.13220 -1.20920 -0.40
H -2.23752 -1.68006 -2.90357 0.31
H -0.76853 -1.16751 -2.22534 0.47
C 4.03389 1.71484 2.31632 -0.86
C 4.30866 3.16605 2.69655 -0.36
O 3.84967 4.12554 1.77670 -0.36
C 2.42914 4.50714 1.80851 0.07
O 1.97690 4.79243 2.98763 -0.87
C 1.53336 3.44535 1.09407 0.77
F 2.13584 2.87275 0.00233 -0.34
F 0.40762 4.01259 0.60355 -0.29
F 1.11647 2.41386 1.85489 -0.28
H 4.20061 1.55501 1.24942 0.07
H 4.69140 1.04680 2.88115 0.47
H 3.01165 1.42510 2.54764 0.20
H 5.39592 3.29741 2.71325 0.30
H 3.95749 3.38422 3.70945 0.30
H 2.43219 5.32784 1.05119 0.20
```

The LUMO energy is -1.61 eV.



(6)
Density functional theory data (ωB97M-V/def2-TZVPD) for the molecule C17H27N3O3S in a non-equilibrium geometry.

XYZ file:
```
51
Properties=species:S:1:pos:R:3:mulliken_charge:R:1
C -5.92910 -0.65383 -0.26947 -1.35
C -5.07487 0.00787 0.41651 0.44
C -5.98922 0.67201 1.76511 -1.60
C -4.37316 1.28306 -0.19166 -0.70
C -3.42927 0.68831 -1.39951 -1.20
C -2.34532 0.06604 -0.72374 0.13
C -1.36891 0.42547 -0.08272 0.70
O -1.15236 1.61142 0.44810 -0.57
N -0.45718 -0.39796 0.66088 -0.53
C -0.35937 -1.77717 0.29014 0.43
S 0.78834 -2.49309 1.04057 -0.46
C 1.76941 -1.20856 1.93218 -1.08
C 2.14177 0.03924 1.18568 0.93
O 1.64841 0.85487 1.70716 -0.51
N 2.83323 0.17961 0.03812 -0.11
C 3.47223 -1.14833 -0.31457 -1.00
C 4.97296 -1.03419 0.13054 -0.35
C 5.97951 -0.38658 -0.74211 -1.02
C 5.47803 0.86997 -1.25748 -0.45
C 4.57480 1.94853 -0.37121 -2.28
C 3.06096 1.33731 -0.54332 -0.68
N -1.36763 -2.22976 -0.46438 -0.10
C -2.28456 -1.31117 -1.17037 0.23
O -3.22090 -1.94297 -1.69857 -0.69
H -6.37943 -1.40150 0.21983 0.57
H -6.53652 0.07000 -0.90197 0.30
H -5.32393 -1.21594 -1.11464 0.22
H -4.30127 -0.41595 0.94891 0.34
H -5.40290 1.21866 2.55424 0.31
H -6.42277 -0.01868 2.16320 0.73
H -6.77204 1.42876 1.22698 0.25
H -3.90708 2.13161 0.55074 0.21
H -5.27890 2.06491 -0.73508 0.31
H -2.96883 1.85032 -1.83571 0.27
H -4.12395 0.39244 -2.00997 0.80
H -0.30557 1.64341 0.99908 0.44
H 1.08519 -1.06064 2.91568 0.41
H 2.69560 -1.63539 1.95689 0.54
H 3.06177 -2.07662 -0.12099 0.56
H 3.76473 -1.09718 -1.52608 0.27
H 5.24574 -2.32248 0.28631 0.22
H 4.79437 -0.68650 1.12422 0.33
H 6.44038 -0.95859 -1.38753 0.55
H 6.81654 -0.25820 0.03581 0.30
H 6.24601 1.62478 -1.24385 0.38
H 4.93660 0.67109 -2.18878 0.34
H 4.84751 1.71523 0.47069 0.90
H 4.57394 2.81007 -0.45782 1.14
H 2.70983 1.34495 -1.52773 0.41
H 2.50104 1.95095 0.06728 0.44
H -1.36387 -3.16965 -0.85558 0.28
```

The LUMO energy is 0.38 eV. As for the SMILES: CC(C)CCc1c(O)nc(SCC(=O)N2CCCCCC2)[nH]c1=O. Its energy relative to the best compared isomer or geometry (same formula, charge and spin) is 413.8 kcal per mole.